(1)
Here is a 2-piece molecular cluster, C8H20BNO2 overall from the Open Molecules 2025 dataset. Energies are from the ωB97M-V functional and the def2-TZVPD basis.

Output
Frontier orbital gap   9.126 eV
Total charge   0
E_tot   -546.7672 Ha
Maximum force   0.816 eV/A
Energy above the lowest of the compared OMol25 structures with the same formula, charge and spin   0.0 kcal per mole

Structure (XYZ):
```
32
C8H20BNO2, DFT the ωB97M-V functional and the def2-TZVPD basis
C 2.81 -3.07 -0.33
O 2.54 -2.19 0.74
C 3.45 -1.11 0.86
C 2.77 0.21 0.55
N 2.45 0.31 -0.86
C 1.62 1.45 -1.22
C 0.21 1.52 -0.64
O -0.67 0.52 -1.12
C -0.62 -0.71 -0.43
H 2.14 -3.92 -0.23
H 2.64 -2.61 -1.31
H 3.85 -3.43 -0.30
H 4.32 -1.26 0.21
H 3.80 -1.09 1.90
H 3.45 1.02 0.82
H 1.89 0.29 1.20
H 1.98 -0.54 -1.15
H 1.52 1.46 -2.31
H 2.15 2.36 -0.94
H -0.22 2.48 -0.96
H 0.21 1.53 0.46
H -0.37 -0.58 0.63
H 0.09 -1.41 -0.87
H -1.61 -1.16 -0.49
B -3.80 1.40 0.71
C -5.15 0.64 0.79
C -6.24 1.41 0.72
H -3.14 1.33 -0.27
H -3.46 2.09 1.62
H -5.23 -0.44 0.86
H -7.21 1.04 0.42
H -6.16 2.48 0.93
```


(2)
Here is a 8-piece molecular cluster, C26H56IO21P overall in a non-equilibrium geometry from the Open Molecules 2025 dataset. Energies are from the ωB97M-V functional and the def2-TZVPD basis.

Output
Frontier orbital gap   8.480 eV
Total charge   0
E_tot   -3243.3091 Ha
Maximum force   2.457 eV/A

Structure (XYZ):
```
105
C26H56IO21P, DFT the ωB97M-V functional and the def2-TZVPD basis
C 2.48 2.74 1.30
C 2.29 2.00 -0.02
O 2.00 0.64 0.31
C 1.19 2.60 -0.93
C -0.20 2.52 -0.32
C -1.01 1.46 -0.41
C -0.60 0.24 -1.20
C -0.95 -1.11 -0.59
O -1.02 -1.39 0.56
I -1.26 -2.65 -2.11
C -2.36 1.56 0.27
O -2.93 0.62 0.77
C -2.97 2.93 0.34
C -4.46 3.09 0.29
P -5.32 2.40 1.76
O -4.49 2.69 2.93
O -5.64 0.84 1.61
O -6.76 3.10 1.94
C -2.15 3.97 0.44
C -0.67 3.74 0.44
O 0.06 4.52 1.00
H 2.88 3.75 1.18
H 1.56 2.76 1.89
H 3.17 2.14 1.88
H 3.23 2.08 -0.56
H 1.27 0.68 0.94
H 1.14 2.04 -1.87
H 1.39 3.64 -1.23
H -1.11 0.29 -2.16
H 0.47 0.21 -1.42
H -4.74 4.14 0.24
H -4.85 2.63 -0.63
H -5.33 0.50 0.77
H -7.43 2.45 1.70
H -2.46 5.01 0.50
O -6.39 -1.93 5.32
C -5.06 -2.25 4.91
C -5.00 -2.33 3.39
O -5.41 -1.10 2.82
H -6.95 -2.69 5.14
H -4.42 -1.45 5.27
H -4.75 -3.20 5.37
H -3.99 -2.55 3.05
H -5.68 -3.12 3.03
H -6.12 -0.77 3.38
O 4.46 4.53 3.23
C 3.92 5.70 3.83
C 4.82 6.88 3.51
O 4.95 7.03 2.11
H 5.27 4.30 3.71
H 2.93 5.85 3.39
H 3.81 5.56 4.91
H 4.41 7.80 3.92
H 5.82 6.71 3.93
H 4.98 6.13 1.74
O -6.07 -4.09 -5.06
C -5.20 -4.68 -4.10
C -3.80 -4.79 -4.67
O -3.33 -3.51 -5.06
H -6.20 -4.73 -5.77
H -5.20 -4.01 -3.23
H -5.58 -5.65 -3.80
H -3.11 -5.21 -3.94
H -3.81 -5.43 -5.56
H -4.09 -3.04 -5.41
O -3.28 -6.00 0.99
C -4.26 -6.44 1.94
C -5.63 -5.96 1.51
O -5.93 -6.46 0.21
H -3.20 -5.05 1.08
H -4.22 -7.53 1.95
H -4.00 -6.06 2.94
H -6.40 -6.31 2.20
H -5.66 -4.87 1.47
H -5.10 -6.44 -0.28
O 5.43 4.87 0.09
C 5.36 5.82 -0.97
C 4.36 5.35 -2.01
O 3.09 5.16 -1.42
H 5.87 4.08 -0.25
H 5.02 6.76 -0.52
H 6.35 5.97 -1.41
H 4.26 6.08 -2.81
H 4.68 4.39 -2.44
H 3.26 4.80 -0.54
O 1.98 -0.45 -3.66
C 2.83 -1.05 -2.68
C 4.23 -1.17 -3.23
O 4.72 0.12 -3.59
H 1.86 -1.09 -4.38
H 2.81 -0.40 -1.80
H 2.43 -2.03 -2.40
H 4.91 -1.60 -2.49
H 4.24 -1.80 -4.13
H 3.96 0.60 -3.96
O 7.73 -5.59 -1.32
C 6.36 -5.34 -1.02
C 6.20 -3.96 -0.43
O 6.69 -2.98 -1.35
H 8.21 -5.67 -0.49
H 5.81 -5.43 -1.95
H 6.00 -6.11 -0.32
H 5.16 -3.73 -0.22
H 6.79 -3.87 0.49
H 7.46 -3.38 -1.78
```


(3)
Here is C34H37BIrN3O6 as an isolated structure from the Open Molecules 2025 dataset. Energies are from the ωB97M-V functional and the def2-TZVPD basis.

Output
<S²>   0.80
Frontier orbital gap (spin up / spin down)   7.679 / 5.492 eV
Total charge   +1
2S+1   2
E_tot   -2062.5350 Ha
Maximum force   0.860 eV/A
Energy above the lowest of the compared OMol25 structures with the same formula, charge and spin   0.0 kcal per mole

Structure (XYZ):
```
82
C34H37BIrN3O6, DFT the ωB97M-V functional and the def2-TZVPD basis
Ir 0.14 0.15 0.27
C -1.98 -3.28 1.22
C -3.09 -2.23 1.27
C -4.46 -2.89 1.43
C -2.78 -1.23 2.37
C -3.10 -1.50 3.69
C -2.76 -0.62 4.70
C -2.09 0.56 4.41
C -1.75 0.88 3.11
C -1.01 2.18 2.81
C 0.17 2.40 3.76
C -1.98 3.36 2.83
C -2.12 -0.02 2.11
N -1.74 0.31 0.75
C -2.54 0.99 -0.03
C -1.96 1.44 -1.22
C -2.48 2.10 -2.37
C -1.44 2.19 -3.24
C -0.26 1.59 -2.59
N -0.59 1.19 -1.38
C 1.05 1.42 -3.28
C 2.17 0.98 -2.34
C 1.45 2.75 -3.95
C 0.83 0.34 -4.36
H -2.13 -3.96 0.38
H -1.97 -3.87 2.14
H -0.99 -2.82 1.12
H -3.10 -1.70 0.32
H -4.51 -3.53 2.31
H -4.66 -3.52 0.56
H -5.25 -2.15 1.50
H -3.61 -2.43 3.94
H -3.02 -0.85 5.73
H -1.84 1.23 5.22
H -0.59 2.13 1.80
H -0.17 2.60 4.78
H 0.75 3.26 3.44
H 0.82 1.53 3.79
H -2.43 3.47 3.82
H -2.79 3.23 2.12
H -1.46 4.29 2.60
H -3.57 1.19 0.26
H -3.49 2.43 -2.51
H -1.45 2.60 -4.23
H 2.31 1.68 -1.52
H 3.10 0.93 -2.90
H 1.98 -0.01 -1.92
H 1.57 3.55 -3.21
H 0.72 3.07 -4.70
H 2.40 2.61 -4.46
H 0.57 -0.62 -3.91
H 1.76 0.21 -4.91
H 0.05 0.63 -5.06
O 0.94 -0.66 1.97
C 2.10 -0.13 1.73
O 2.22 0.47 0.61
C 3.18 -0.21 2.72
C 2.95 -0.83 3.94
C 3.96 -0.89 4.88
C 5.18 -0.32 4.57
C 5.44 0.30 3.36
C 4.42 0.36 2.42
N 6.27 -0.38 5.57
O 6.01 -0.92 6.63
O 7.33 0.13 5.28
H 1.97 -1.26 4.14
H 3.82 -1.36 5.84
H 6.41 0.72 3.17
H 4.58 0.83 1.46
O 0.59 -2.22 -1.48
B -0.34 -1.34 -0.97
O -1.59 -1.51 -1.56
C -1.42 -2.57 -2.45
C -2.34 -3.15 -3.28
C -1.88 -4.20 -4.07
C -0.56 -4.62 -4.02
C 0.37 -4.02 -3.17
C -0.10 -2.99 -2.39
H -3.37 -2.81 -3.31
H -2.57 -4.69 -4.74
H -0.24 -5.44 -4.66
H 1.40 -4.35 -3.13
```